C9H24N3PdSeSi as an isolated structure, computed with the ωB97M-V functional and the def2-TZVPD basis.

Geometry as XYZ:
```
39
Properties=species:S:1:pos:R:3:forces:R:3:nbo_charge:R:1
C -0.712 -1.427 -2.278 0.07 0.04 -0.01 -0.227
N 0.516 0.714 -1.977 -0.03 -0.07 0.06 -0.660
C 0.971 1.117 2.563 0.01 -0.06 0.00 -1.115
H 4.041 0.279 1.921 0.00 -0.01 0.00 0.225
C -2.941 0.463 -1.334 0.04 0.08 0.05 -0.227
H 1.768 1.853 2.679 -0.03 0.02 0.03 0.217
H -1.471 -1.095 -2.993 -0.02 -0.01 0.01 0.169
H 0.794 -0.656 -3.598 0.01 0.01 0.00 0.144
C -1.354 2.329 -1.633 -0.02 -0.06 0.07 -0.214
H 1.398 -1.147 -1.992 0.00 0.01 0.01 0.248
Si 1.821 -0.698 2.462 -0.05 0.08 -0.09 1.327
H -0.760 3.011 -1.019 0.01 0.02 -0.03 0.193
H 0.129 -1.759 3.940 0.00 0.01 0.00 0.226
C 3.636 -0.265 2.778 0.04 0.00 -0.01 -1.127
C -0.415 1.622 -2.625 -0.08 0.11 0.00 -0.241
H -1.376 0.962 -0.173 -0.02 0.07 0.04 0.376
C 1.188 -1.509 4.047 -0.05 -0.03 0.01 -1.127
H 0.315 1.139 3.435 0.01 0.01 0.01 0.219
N -2.082 1.468 -0.712 0.02 -0.13 -0.08 -0.648
H 0.105 2.396 -3.207 0.02 -0.02 0.00 0.175
H 1.729 -2.441 4.226 0.00 0.01 0.01 0.226
H -0.500 -2.474 -2.522 -0.02 -0.01 0.00 0.194
Pd 0.661 -0.137 0.574 0.05 0.08 0.03 0.072
H -2.835 0.471 -2.425 -0.02 0.00 -0.01 0.160
H -1.013 1.062 -3.350 0.03 -0.03 0.00 0.176
C 0.587 -0.636 -2.512 -0.02 -0.05 -0.04 -0.233
H 1.434 1.112 -1.858 0.02 -0.02 -0.01 0.383
Se 1.797 -2.379 0.816 0.03 -0.02 0.01 -0.974
H -3.313 -1.651 -1.329 0.00 0.00 0.00 0.152
H 0.328 1.508 1.724 0.04 0.00 0.02 0.198
H 1.304 -0.855 4.918 0.01 0.01 -0.01 0.204
H -0.902 -1.981 -0.293 0.01 0.01 0.00 0.426
H 3.753 0.362 3.669 -0.02 -0.01 0.00 0.204
H -2.066 2.940 -2.200 0.01 0.02 0.00 0.172
H -2.886 -0.983 0.253 0.00 -0.01 0.00 0.204
C -2.639 -0.946 -0.811 -0.02 0.01 -0.01 -0.215
N -1.240 -1.277 -0.938 -0.04 -0.04 -0.06 -0.683
H 4.226 -1.174 2.905 -0.01 0.00 0.00 0.226
H -3.995 0.684 -1.130 -0.02 -0.02 -0.02 0.177
```
Forces are in eV/Å.

Calculated values
spin multiplicity	1
total charge	-1
energy above the lowest of the compared OMol25 structures with the same formula, charge and spin	0.0	kJ/mol
E_tot	-3340.45939	a.u.
LUMO level	0.11716	Eh